# 1
{
  "formula": "C24H22ClNO",
  "method": "ωB97M-V/def2-TZVPD",
  "elements": ["Cl", "N", "O", "C", "C", "C", "C", "C", "C", "C", "C", "C", "C", "C", "C", "C", "C", "C", "C", "C", "C", "C", "C", "C", "C", "C", "C", "H", "H", "H", "H", "H", "H", "H", "H", "H", "H", "H", "H", "H", "H", "H", "H", "H", "H", "H", "H", "H", "H"],
  "xyz": [[-1.69, 4.10, 0.29], [0.69, -1.91, 2.49], [-0.28, -2.08, 1.42], [0.95, -0.67, 2.94], [-0.08, 2.79, -4.42], [-0.65, 2.70, -3.18], [0.23, 1.61, -5.13], [-2.23, -2.97, -2.59], [0.45, 2.79, 1.36], [-1.71, 1.69, 1.61], [1.08, 1.67, 2.00], [-1.08, 0.61, 2.26], [-0.91, 1.46, -2.61], [-0.08, 0.35, -4.58], [-1.87, -1.78, -3.18], [-1.60, -3.36, -1.39], [-0.96, 2.79, 1.17], [0.31, 0.54, 2.41], [-0.61, 0.29, -3.28], [-0.87, -0.99, -2.62], [-0.17, -1.39, -1.47], [-0.55, -2.60, -0.86], [0.95, -0.46, -0.94], [0.05, -3.07, 0.45], [2.11, 0.64, 5.00], [1.61, -0.73, 5.48], [1.99, -0.56, 4.04], [0.16, 3.77, -4.84], [-0.86, 3.56, -2.59], [0.68, 1.70, -6.11], [-3.03, -3.53, -3.05], [1.01, 3.62, 0.97], [-2.78, 1.69, 1.53], [2.16, 1.63, 2.11], [-1.66, -0.24, 2.60], [-1.27, 1.40, -1.59], [0.10, -0.54, -5.16], [-2.38, -1.40, -4.08], [-1.82, -4.33, -0.94], [1.63, -0.21, -1.72], [0.47, 0.45, -0.58], [1.56, -0.91, -0.17], [-0.44, -4.03, 0.75], [1.14, -3.20, 0.35], [1.41, 1.46, 4.89], [3.13, 0.91, 5.33], [0.56, -0.82, 5.74], [2.28, -1.31, 6.13], [2.89, -1.13, 3.77]],
  "orbital_gap_ev": 8.99,
  "e_homo_ev": -8.650,
  "relative_energy_kcal_mol": 0.0,
  "smiles": "Cc1c(CO/N=C(\\c2ccc(Cl)cc2)C2CC2)cccc1-c1ccccc1"
}

# 2
{
  "formula": "C6H10",
  "method": "ωB97M-V/def2-TZVPD",
  "elements": ["C", "C", "C", "C", "C", "C", "H", "H", "H", "H", "H", "H", "H", "H", "H", "H"],
  "xyz": [[1.40, -0.55, 0.51], [0.06, 0.01, 0.01], [0.13, 1.55, 0.03], [-0.21, -0.55, -1.40], [-1.08, -0.41, 0.84], [-2.11, -0.71, 1.39], [1.63, -0.20, 1.52], [2.20, -0.20, -0.16], [1.41, -1.64, 0.50], [-0.80, 1.99, -0.34], [0.28, 1.89, 1.06], [0.96, 1.91, -0.58], [0.59, -0.28, -2.10], [-0.27, -1.64, -1.35], [-1.17, -0.19, -1.79], [-3.03, -0.97, 1.85]],
  "orbital_gap_ev": 10.87,
  "e_homo_ev": -9.931,
  "relative_energy_kcal_mol": 31.4,
  "smiles": "C#CC(C)(C)C"
}